1.
Entry from the Open Molecules 2025 dataset: C27H48BrMnN8O6P2S as an isolated structure (ωB97M-V with the def2-TZVPD basis set).

Values from the calculation:
Multiplicity: 5
Orbital gap (alpha / beta) in Ha: 0.24802 / 0.31018
Total energy in eV: -183755.7167
Net charge: +2
HOMO level (alpha / beta) in eV: -13.4 / -13.4
LUMO (alpha / beta) in eV: -6.674 / -4.990
Energy relative to the best compared isomer or geometry (same formula, charge and spin) in kJ/mol: 0.00

```
94
Properties=species:S:1:pos:R:3:forces:R:3
Br 4.5478 -2.4525 -3.2985 -0.02 0.01 0.00
Mn -0.8191 -0.1006 -0.2218 -0.06 0.13 -0.10
S -2.8851 -1.0190 -0.8303 -0.01 -0.06 0.02
P -0.3120 2.0673 2.2770 0.08 -0.05 -0.07
P 1.9851 1.3580 0.5297 0.02 -0.08 0.02
O -1.0220 1.0973 -1.6055 0.09 -0.01 -0.17
O 1.2380 2.0341 1.7810 -0.13 -0.02 0.01
O -0.6949 -1.5920 0.9687 0.15 0.04 0.21
O 1.0853 0.2909 -0.0293 0.03 -0.18 0.05
O -0.6266 2.1043 -3.5218 0.03 0.02 -0.06
O -1.1671 1.3468 1.2762 0.11 -0.03 0.14
N 3.3346 0.6983 1.1299 -0.03 -0.03 -0.11
N -0.1669 1.4732 3.7828 0.03 -0.05 -0.04
N -1.8588 -2.5261 2.6740 0.06 0.02 -0.06
N -3.3171 -0.0615 -3.3301 -0.03 0.11 0.02
N 2.3051 2.5611 -0.5036 -0.01 0.13 0.17
N -0.7020 -3.8400 1.1255 -0.04 0.06 0.00
N -4.0808 1.2066 -1.5909 -0.02 0.03 -0.03
N -0.7740 3.6068 2.4112 0.00 0.06 0.01
C 0.7958 0.2789 -2.9734 -0.03 -0.04 0.04
C 4.2107 1.4204 2.0522 -0.01 0.03 -0.02
C 3.9352 -0.4732 0.4832 0.01 -0.02 0.02
C 0.2992 -3.8993 0.0677 0.03 -0.01 -0.02
C -2.9015 -2.4533 -3.7300 0.05 0.01 -0.02
C -1.8059 -3.4722 3.7870 0.01 -0.01 -0.01
C 0.6717 0.3168 4.0955 0.03 0.08 0.01
C -1.4867 -5.0595 1.3136 0.00 0.00 -0.01
C 3.0182 -1.3515 -3.2119 0.01 -0.05 0.01
C 2.0071 0.8081 -3.3983 0.00 -0.03 -0.01
C -2.2168 -3.4372 -4.4277 -0.02 -0.01 0.01
C -1.7526 -0.7647 -5.0281 -0.02 -0.03 0.04
C -0.0627 4.5299 3.2959 0.02 0.03 -0.03
C -1.6782 4.2440 1.4547 -0.01 0.00 0.01
C -2.6353 -1.1226 -4.0183 0.00 -0.02 -0.01
C 0.6887 -1.0876 -2.7299 0.01 0.03 0.02
C 1.2381 3.4851 -0.8857 -0.02 0.02 -0.02
C -2.4969 -1.2479 2.9686 -0.06 -0.03 -0.02
C -1.0902 -2.6392 1.5781 -0.11 -0.02 0.01
C -0.3412 1.2248 -2.7468 -0.08 0.04 0.06
C -1.0925 -1.7600 -5.7327 0.01 0.04 0.00
C -1.3107 -3.0935 -5.4227 -0.01 -0.02 0.00
C 3.1278 -0.0007 -3.5022 0.03 0.04 -0.02
C 1.7973 -1.9087 -2.8593 -0.03 0.01 0.00
C -1.0132 1.9131 4.8876 -0.12 -0.01 0.03
C -3.4494 0.1295 -2.0309 0.03 -0.09 0.01
C 3.6466 2.9671 -0.9097 0.01 -0.04 -0.06
H -0.2724 -1.5347 -2.4827 0.00 0.02 0.01
H -1.8200 -0.5726 3.4954 -0.04 -0.02 -0.02
H -1.6417 2.7449 4.5803 0.00 -0.03 0.03
H -2.4611 -4.8261 1.7302 -0.01 0.00 0.00
H -4.3863 1.9449 -2.2075 0.00 -0.01 0.00
H 3.6527 3.1413 -1.9865 0.01 0.00 0.00
H 1.0073 -3.0814 0.1686 0.00 -0.01 0.01
H -4.1630 1.3471 -0.5985 0.00 -0.01 -0.01
H 1.4102 0.5784 4.8560 -0.01 0.02 -0.01
H -0.9792 -4.1641 3.6585 0.00 -0.01 0.02
H -2.1538 3.4899 0.8346 0.00 0.00 0.00
H 0.6083 3.9848 3.9564 0.01 0.02 -0.01
H 4.0781 0.4103 -3.8150 0.00 0.00 0.00
H 3.6892 2.2704 2.4879 0.00 0.00 0.00
H 0.0572 -0.4987 4.4849 0.02 0.01 0.01
H -2.7367 -4.0295 3.8898 0.00 0.00 0.00
H 1.7201 -2.9755 -2.7028 -0.02 -0.02 0.03
H 4.8129 -0.1894 -0.1032 0.00 0.00 0.00
H -1.6572 1.0971 5.2207 -0.02 -0.01 0.03
H -1.5713 0.2800 -5.2490 0.00 0.02 0.00
H -3.3663 -1.4439 3.5940 0.01 0.01 0.00
H -1.6393 -2.9088 4.7056 0.01 -0.01 0.00
H 2.0716 1.8611 -3.6409 -0.02 0.01 0.00
H -0.4048 -1.4884 -6.5220 0.00 0.00 0.00
H -0.1756 -3.8438 -0.9153 0.00 0.00 -0.04
H -2.8310 -0.7648 2.0555 0.02 0.00 -0.01
H 3.9530 3.8874 -0.4075 -0.02 0.00 0.01
H -0.3939 2.2285 5.7287 0.02 0.00 0.01
H -0.9747 -5.7750 1.9564 0.00 0.00 0.00
H -1.1317 4.9409 0.8154 0.00 0.01 0.00
H 4.2459 -1.1851 1.2486 0.00 0.00 0.00
H 4.5127 0.7503 2.8576 0.00 0.00 0.00
H 5.1093 1.7793 1.5456 0.00 0.00 0.00
H -3.6307 0.6911 -3.9320 0.00 0.00 0.01
H -2.4447 4.7986 1.9968 -0.01 0.00 0.00
H -3.6408 -2.7177 -2.9880 -0.01 -0.01 0.00
H 1.4064 4.4683 -0.4387 0.00 0.00 0.01
H 1.1923 -0.0445 3.2133 0.04 0.00 -0.09
H 3.2132 -0.9520 -0.1747 0.00 0.00 0.00
H -1.6390 -5.5182 0.3365 0.00 0.00 0.00
H -0.7774 5.0842 3.9054 0.00 0.01 0.00
H 0.2663 3.1077 -0.5659 0.00 0.00 -0.03
H 4.3673 2.1838 -0.6921 0.01 -0.01 0.01
H 0.5236 5.2411 2.7109 0.00 0.01 0.00
H 0.8309 -4.8457 0.1489 0.00 0.01 0.00
H 1.2060 3.5955 -1.9705 0.00 0.00 0.00
H -0.7962 -3.8680 -5.9751 0.01 0.00 0.00
H -2.4184 -4.4785 -4.2153 0.00 0.00 0.00
```
Positions in Å, forces in eV/Å.


2.
Entry from the Open Molecules 2025 dataset: C27H58FeO3P2SSi as an isolated structure (ωB97M-V with the def2-TZVPD basis set).

Values from the calculation:
Multiplicity: 5
Orbital gap (alpha / beta) in Ha: 0.17575 / 0.14583
Total energy in eV: -106756.5150
Net charge: 0
HOMO level (alpha / beta) in eV: -5.4 / -4.6
LUMO (alpha / beta) in eV: -0.663 / -0.647
Energy relative to the best compared isomer or geometry (same formula, charge and spin) in kJ/mol: 368.98

```
93
Properties=species:S:1:pos:R:3:forces:R:3
Fe 1.9980 -0.8643 0.3498 -0.76 0.38 1.16
S 0.6464 0.7968 1.4819 0.08 0.45 -0.91
P 0.5070 1.8054 -4.8192 -1.26 1.42 -1.52
P 0.3358 -2.1837 -4.9964 -1.39 1.41 -1.07
Si 0.1010 0.3914 3.4166 -0.32 0.02 1.16
O 0.2192 -1.2360 3.6682 0.42 -0.20 0.70
O -1.4209 0.8347 3.9543 -0.43 0.03 -0.75
O 0.9626 1.2162 4.5770 0.24 0.18 -0.41
C 1.6731 -1.3615 5.6529 0.24 -0.01 0.45
C -2.8609 1.1256 1.9960 -0.18 0.04 -0.21
C -3.6762 1.4743 4.3258 -0.01 0.04 0.08
C 2.2100 2.6938 5.9564 -0.01 0.01 0.18
C -0.2575 1.8696 -3.1823 -0.55 -2.08 4.11
C 1.5538 -2.7840 0.5634 0.40 -0.43 -0.42
C 0.4454 0.7394 -2.2336 0.32 0.91 -0.29
C -2.3397 -0.5760 -2.5396 -1.05 -0.55 0.09
C 3.2079 1.7917 3.8476 0.25 0.11 -0.09
C -1.5319 -1.6394 -3.1071 -1.24 -0.74 -0.24
C 0.9184 -0.5462 -2.8629 0.32 -0.83 -0.13
C -1.6994 1.8271 -3.0452 0.00 1.66 -1.16
C -0.6818 -3.6024 -5.3989 0.01 -0.33 -0.46
C -2.4802 0.6828 -3.4833 -0.33 0.69 0.47
C 0.8123 -3.3848 4.4809 -0.07 -0.13 0.05
C -0.7520 -1.9150 5.8015 -0.07 -0.15 0.14
C 0.8798 0.4149 -5.9613 0.49 0.10 -0.46
C 2.0229 -2.5853 -5.4483 0.41 -0.31 0.19
C -0.1178 -1.6486 -3.3706 2.91 -0.40 1.72
C 0.4844 -1.9538 4.9059 -0.05 0.19 -0.51
C -3.1459 -0.8374 3.5169 -0.24 -0.16 0.00
C 1.9899 2.8367 -4.8345 0.43 -0.12 -0.29
C 1.3466 3.4736 3.7637 0.03 0.29 -0.09
C -0.7129 2.7593 -5.7839 0.29 0.03 -0.23
C -0.0962 -0.7760 -6.0835 0.19 -0.37 -0.57
C -2.7585 0.6350 3.4359 0.67 0.12 0.11
C 1.9298 2.2848 4.5143 -0.41 -0.45 -0.10
H 4.0004 2.5357 3.9965 -0.05 -0.10 -0.07
H -3.2080 -1.1599 4.5634 0.08 0.04 -0.26
H -4.7144 1.4174 3.9734 0.18 -0.01 0.05
H -1.1532 -0.4813 -5.9499 0.47 -0.21 0.15
H -2.2412 0.3899 -4.5271 -0.14 -0.16 0.17
H -2.1719 2.5713 -2.4076 0.21 0.02 -0.33
H -0.2436 3.1008 -6.7134 -0.11 -0.08 0.02
H 0.2336 -2.5735 -2.8533 0.07 0.14 0.32
H 2.0659 4.3011 3.8001 -0.11 -0.03 -0.04
H 1.9172 0.1153 -5.7305 -0.51 0.00 -0.20
H -0.1827 0.5354 -1.3587 0.06 0.30 -0.35
H -3.9062 1.0351 1.6682 0.18 0.04 0.00
H 2.4438 -3.2941 -4.7262 0.04 0.14 -0.15
H 1.2895 3.0487 6.4345 0.14 -0.11 -0.07
H -1.0286 -0.8776 6.0393 0.05 -0.28 -0.14
H 2.6650 -1.6985 -5.5154 -0.21 -0.34 0.20
H 1.1428 3.2345 2.7142 0.04 -0.03 0.24
H -0.5427 -2.4427 6.7445 -0.04 0.11 -0.21
H -3.3587 2.5251 4.3099 -0.05 -0.25 0.00
H -0.5602 -4.3807 -4.6351 0.04 0.19 -0.10
H 1.6432 -3.3972 3.7629 -0.23 0.08 0.16
H 0.5503 -2.9529 0.9897 0.35 0.21 -0.20
H 1.6298 -3.2231 -0.4480 -0.05 -0.42 0.31
H -0.0621 -3.8590 4.0162 0.19 0.13 0.02
H 0.9256 0.9154 -6.9466 0.03 -0.19 0.31
H -1.5936 -2.4187 5.3080 0.20 0.18 0.14
H -1.0526 3.6252 -5.2002 0.09 -0.39 -0.08
H -1.7448 -3.3411 -5.4655 0.34 0.07 0.05
H 2.8827 2.2009 -4.9110 -0.11 0.32 0.11
H 0.4182 3.8014 4.2442 0.10 -0.07 -0.07
H -3.6427 1.1123 5.3609 0.05 0.09 -0.18
H -2.2301 0.5403 1.3152 -0.08 0.16 0.21
H -3.5419 0.9915 -3.4662 0.34 -0.37 -0.14
H 1.3434 1.2307 -1.8306 0.06 -0.29 0.07
H 2.6079 1.8533 6.5371 -0.08 0.10 -0.12
H -2.0213 -2.6050 -3.2413 0.13 0.17 -0.04
H 1.9344 3.4969 -5.7111 0.19 -0.15 0.25
H 3.5381 0.8477 4.2951 -0.09 0.13 -0.06
H 1.6362 -0.2891 -3.6637 -0.16 -0.22 0.08
H -2.5695 2.1804 1.9259 0.04 -0.21 0.00
H 1.9220 -2.0157 6.5032 -0.04 0.08 -0.24
H 1.5602 -1.0795 -2.1160 -0.42 0.45 -0.32
H -1.5829 2.1294 -6.0134 0.18 0.20 0.18
H -3.3576 -0.9933 -2.4370 0.41 0.09 0.26
H 1.4389 -0.3682 6.0557 0.14 -0.34 -0.22
H -2.4317 -1.4760 2.9800 -0.09 0.20 0.16
H 2.0378 3.4459 -3.9227 -0.01 -0.25 -0.26
H 1.9880 -3.0613 -6.4409 -0.01 0.11 0.33
H 3.0587 1.6508 2.7716 0.00 -0.07 0.24
H 2.5552 -1.2989 5.0013 -0.23 0.05 0.11
H 2.3177 -3.2298 1.2275 -0.27 -0.05 -0.32
H -1.9958 -0.2686 -1.5406 -0.22 0.12 -0.39
H 0.1193 2.8256 -2.7645 -0.11 -0.27 -0.42
H -0.3381 -3.9997 -6.3611 -0.19 -0.03 0.15
H 1.0985 -3.9778 5.3604 -0.07 0.08 -0.17
H 2.9459 3.5069 5.9772 -0.11 -0.12 0.01
H -4.1386 -0.9730 3.0647 0.16 -0.01 0.08
H -0.0078 -1.1873 -7.1013 -0.09 0.26 0.09
```
Positions in Å, forces in eV/Å.


3.
Entry from the Open Molecules 2025 dataset: a 3-piece molecular cluster, C18H15F3O12S overall (ωB97M-V with the def2-TZVPD basis set).

Values from the calculation:
Multiplicity: 1
Orbital gap in Ha: 0.29346
Total energy in eV: -62459.2848
Net charge: 0
HOMO level in eV: -9.7
LUMO in eV: -1.738

```
49
Properties=species:S:1:pos:R:3:forces:R:3
S 7.1997 1.4292 1.6636 3.58 1.84 -1.84
F 3.6739 -1.6691 -1.2089 -1.87 3.70 0.22
F 2.1362 -0.3425 -0.0464 2.48 -0.03 -2.61
F 2.6206 0.1541 -2.3045 1.73 -1.49 3.81
O -0.8188 -0.1786 0.9017 -0.07 0.12 -0.46
O -3.7997 2.5553 -2.5222 0.00 -0.08 0.55
O -4.2163 -5.9777 -0.4888 -0.70 1.00 0.97
O 5.4573 0.4737 -1.5721 -1.51 0.73 0.49
O -0.0249 -0.1416 -1.7104 -1.44 0.50 1.02
O -5.6953 -1.0002 1.5623 0.67 -0.98 -1.00
O -4.5433 2.5904 0.1046 0.90 -0.52 -1.00
O 6.1168 2.7023 1.9145 0.17 -1.09 -2.12
O -4.2350 -1.2741 -0.7261 -0.24 -0.11 0.36
O -5.7513 -5.7061 1.7509 0.29 0.16 -0.42
O 6.5333 0.2068 0.7023 -1.42 1.95 1.13
O 8.3003 2.0353 0.7798 -3.47 -2.04 2.40
C -5.3983 -4.6735 1.2049 -0.47 0.04 0.72
C 4.4148 0.5976 -0.5377 0.33 1.10 -1.35
C -4.5666 -4.7386 -0.0304 0.66 -1.05 -0.92
C -5.3680 -2.2405 1.0884 -0.63 1.04 0.95
C -4.5599 -2.3068 -0.1617 0.46 -0.15 -0.68
C -5.7587 -3.3480 1.7224 0.00 -0.37 0.00
C 3.1297 4.5222 1.1413 6.91 -2.56 -0.06
C 3.1804 -0.3038 -1.0450 -0.04 -1.13 -0.02
C -4.1790 -3.6309 -0.6662 0.01 0.42 -0.02
C -2.6959 1.2104 0.5743 0.28 -0.13 0.07
C -1.8894 1.2136 -2.1872 -0.34 0.28 -0.01
C -1.1466 0.5305 -1.3131 1.09 -0.58 -1.01
C 5.0861 0.0997 0.8483 -1.15 -2.14 -0.57
C 5.8527 3.4575 0.6964 -1.83 2.31 -0.56
C -3.4362 1.8957 -0.2989 -0.88 0.50 0.98
C -1.5084 0.4703 0.1317 -0.21 -0.06 0.74
C 4.3376 4.0453 0.8636 -5.47 2.03 1.74
C -3.0900 1.9333 -1.7475 0.25 -0.05 -0.88
H -5.2990 -0.3667 0.9297 -0.12 -0.06 0.16
H 6.5424 4.3881 0.6267 -1.11 -1.75 0.24
H 2.2660 4.9388 1.7959 1.88 -0.95 -1.93
H 5.2715 1.1016 -2.3141 -0.04 -0.80 1.00
H 4.8513 -1.0420 0.9319 0.56 2.05 -0.12
H -4.6178 -6.6107 0.1403 0.09 0.10 -0.16
H 5.9677 2.8590 -0.2789 -0.18 0.72 1.68
H 4.0931 1.7177 -0.5020 0.10 -2.12 0.18
H -4.9048 2.9983 -0.7085 0.05 -0.09 0.17
H -1.6396 1.2638 -3.2388 -0.02 -0.02 0.05
H 4.6550 0.5812 1.7982 0.73 -0.35 -1.65
H -6.3475 -3.3142 2.6295 0.02 0.00 -0.04
H -2.9377 1.1732 1.6285 0.01 0.00 -0.02
H -3.5771 -3.6640 -1.5650 -0.03 0.00 0.03
H 0.3326 -0.5540 -0.8982 -0.02 0.09 -0.21
```
Positions in Å, forces in eV/Å.


no.,maximum force (eV/Å)
1,0.26
2,4.64
3,7.37